19
Properties=species:S:1:pos:R:3:lowdin_charge:R:1 method="wB97M-V/def2-TZVPD" relative_energy_kcal_mol=155.1 orbital_gap_ev=8.4 e_homo_ev=-8.0 max_force_ev_per_a=5.0 total_charge=0 e_lumo_ev=0.4203
C 0.9329 1.8075 0.2021 -0.108
H 1.9295 1.5439 -0.1545 0.080
H 1.1849 0.7063 2.8141 0.076
C 0.2548 0.6259 0.8684 -0.340
C -2.0504 -1.7117 -2.7930 -0.050
H 0.6210 -1.6311 0.0156 0.102
H 0.3590 2.1689 -0.6525 0.078
C -1.1077 -0.4990 -0.5009 -0.049
H 0.9101 -0.3409 -1.2603 0.097
C 1.0441 -0.0081 1.9979 -0.113
H -0.7244 0.9318 1.2429 0.115
H -1.7437 -1.0855 0.1497 0.105
H -1.5473 0.4032 -0.9035 0.099
H 2.0346 -0.3200 1.6638 0.080
C -0.9783 -1.7734 -2.2021 -0.150
H 0.5279 -0.8808 2.4012 0.077
H -2.9667 -1.8335 -3.3180 -0.010
H 1.0455 2.6330 0.9110 0.079
C 0.2744 -0.7367 -0.4819 -0.169